C4H14NO7 | ωB97M-V/def2-TZVPD

Last column: Löwdin charge in e.
Element x y z (Å)
O: 2.01 0.88 2.72  -0.115
O: 0.51 2.87 -0.45  -0.045
O: 1.21 -0.27 -2.45  -0.117
O: 2.19 -0.89 -0.21  -0.004
O: -1.84 1.32 -0.22  -0.082
O: 1.55 -1.51 1.80  -0.081
O: -2.05 0.49 -2.67  -0.084
N: -0.79 0.03 1.32  0.066
C: -0.83 -2.17 0.19  -0.005
C: -0.16 -0.70 0.26  -0.258
C: -1.49 1.16 0.97  -0.282
C: 1.31 -1.03 0.64  -0.652
H: 0.79 -1.10 -2.64  0.013
H: -1.25 -2.32 1.15  0.053
H: -0.53 -0.32 2.24  0.140
H: -0.09 -2.87 -0.17  0.077
H: 1.90 1.08 1.78  0.014
H: 1.38 2.55 -0.48  0.009
H: 0.00 2.88 -1.29  0.059
H: 2.07 -0.11 2.78  0.017
H: -1.92 1.87 1.80  0.153
H: -1.17 0.19 -2.38  -0.008
H: 1.75 -0.48 -1.61  -0.015
H: -2.58 0.77 -1.93  -0.009
H: -1.71 -2.13 -0.44  0.062
H: -0.27 -0.22 -0.72  0.094

total charge	-1
molecular weight	188.156	Da
relative energy (zero: lowest compared OMol25 entry of this formula, charge and spin)	1.134	eV